# 1
Below is a molecular structure, C35H40CdN4P2, with properties calculated with the ωB97M-V functional and the def2-TZVPD basis.

HOMO, eV: -7.36
Kohn-Sham gap, eV: 6.2
Relative energy (zero: lowest compared OMol25 entry of this formula, charge and spin), kJ/mol: 169.3
Energy, eV: -66038.662
Total charge: 0
LUMO, eV: -1.2

XYZ file:
```
82
C35H40CdN4P2 (the ωB97M-V functional and the def2-TZVPD basis)
Cd -0.552 -1.738 0.177
C -0.019 3.990 4.219
C -0.876 3.201 3.569
C -0.925 2.820 2.110
C 0.237 1.948 1.600
C 1.541 2.653 1.339
C 1.794 3.967 1.372
C 1.047 5.031 2.123
C 1.079 4.842 3.660
C 1.276 -2.946 0.751
H -0.098 4.047 5.310
H -1.691 2.746 4.154
H -1.083 3.677 1.438
H -1.834 2.199 2.033
H 0.356 1.074 2.261
H -0.105 1.485 0.661
H 2.326 1.969 0.981
H 2.692 4.354 0.873
H 0.006 5.136 1.799
H 1.549 5.990 1.902
H 2.063 4.458 3.970
H 1.020 5.835 4.130
H 1.126 -2.925 1.841
H 2.204 -2.378 0.546
H 1.338 -3.968 0.365
P 1.299 -1.635 -1.748
P -2.241 -1.024 -1.639
N 2.516 -0.370 -1.992
N 2.122 -2.859 -2.773
N -2.166 0.616 -2.319
N -3.858 -1.367 -2.403
C 0.170 -1.067 -3.044
C -1.186 -1.786 -2.947
C 3.605 -0.174 -1.133
C 4.500 0.701 -1.740
C 3.961 1.049 -3.018
C 2.753 0.377 -3.152
C 2.378 -4.184 -2.416
C 3.011 -4.818 -3.477
C 3.141 -3.859 -4.535
C 2.589 -2.670 -4.082
C -1.945 1.801 -1.606
C -1.719 2.830 -2.509
C -1.761 2.268 -3.824
C -2.039 0.921 -3.688
C -4.554 -0.686 -3.413
C -5.449 -1.557 -4.026
C -5.334 -2.820 -3.355
C -4.356 -2.682 -2.381
H 0.598 -1.240 -4.038
H 0.073 0.016 -2.909
H -1.689 -1.788 -3.922
H -1.071 -2.840 -2.647
H 3.618 -0.664 -0.170
H 5.435 1.047 -1.322
H 4.395 1.705 -3.761
H 2.040 0.385 -3.963
H 2.063 -4.544 -1.449
H 3.348 -5.845 -3.497
H 3.584 -4.010 -5.508
H 2.469 -1.725 -4.589
H -2.008 1.805 -0.525
H -1.557 3.870 -2.274
H -1.623 2.780 -4.766
H -2.127 0.156 -4.446
H -4.387 0.359 -3.610
H -6.086 -1.318 -4.863
H -5.901 -3.713 -3.568
H -3.969 -3.387 -1.663
C -0.605 -1.183 2.259
C -0.445 -1.281 3.490
C -0.475 -1.340 4.904
C -1.638 -0.851 5.519
C -1.679 -0.646 6.895
C -0.579 -1.000 7.686
C 0.549 -1.590 7.097
C 0.591 -1.804 5.715
H -2.488 -0.618 4.883
H -2.570 -0.202 7.342
H -0.601 -0.816 8.760
H 1.393 -1.879 7.727
H 1.436 -2.315 5.251
```

Results of the Löwdin charge analysis, in e, for atoms 1 through 6: 1.042, -0.113, -0.101, -0.211, -0.212, -0.093

=====

# 2
Below is a molecular structure, C35H40Cl5GeLaN7O2S2, with properties calculated with the ωB97M-V functional and the def2-TZVPD basis.

HOMO (spin up / spin down), eV: -11.19 / -13.01
Kohn-Sham gap (spin up / spin down), eV: 6.5 / 7.9
Multiplicity: 2
Relative energy (zero: lowest compared OMol25 entry of this formula, charge and spin), kJ/mol: 77.4
Energy, eV: -193117.459
Total charge: +2
LUMO (spin up / spin down), eV: -4.7 / -5.1

XYZ file:
```
93
C35H40Cl5GeLaN7O2S2 (the ωB97M-V functional and the def2-TZVPD basis)
La -2.794 3.030 -1.167
Cl 0.821 2.037 0.638
C 1.119 3.759 0.899
Cl 0.876 4.689 -0.567
H 2.162 3.871 1.237
H 0.411 4.105 1.627
N -2.268 1.656 2.396
C -2.319 0.574 1.606
C -2.168 -0.691 2.219
C -2.368 -1.762 1.457
C -2.794 -1.639 0.147
C -2.939 -0.379 -0.356
N -2.692 0.768 0.320
H -1.794 1.573 3.278
H -2.119 2.598 2.022
H -1.921 -0.705 3.273
H -2.356 -2.812 1.838
H -3.022 -2.523 -0.433
H -3.346 -0.234 -1.357
S -5.425 1.877 -1.554
C -5.069 3.168 -2.545
N -4.475 4.071 -3.040
N 0.776 -2.566 6.123
C 1.358 -1.964 4.893
C 1.616 -0.497 5.158
N 0.449 0.271 5.571
C -0.153 -0.324 6.763
C -0.485 -1.846 6.619
H 1.468 -2.543 6.871
H 0.634 -3.596 6.021
H 0.648 -2.112 4.097
H 2.207 -2.605 4.608
H 2.099 -0.095 4.258
H 2.345 -0.331 5.957
H -0.233 0.383 4.866
H -1.054 0.147 7.076
H 0.607 -0.227 7.562
H -1.277 -2.100 5.862
H -0.738 -2.186 7.658
Cl -2.362 6.270 -1.292
C -2.953 6.236 0.436
Cl -4.553 5.462 0.422
Cl -3.065 7.793 1.078
C -2.033 5.254 1.255
O -1.272 5.722 2.018
O -2.139 4.002 0.928
C 4.316 0.211 -3.577
C 3.420 -0.513 -4.306
C 2.323 -1.129 -3.671
C 2.125 -0.955 -2.280
C 3.079 -0.183 -1.594
C 4.110 0.480 -2.246
Ge 0.653 -1.847 -1.264
C -0.301 -2.997 -2.510
C -0.947 -2.435 -3.650
C -1.700 -3.192 -4.491
C -1.884 -4.523 -4.195
C -1.301 -5.130 -3.143
C -0.474 -4.378 -2.270
C 1.440 -2.842 0.259
C 0.756 -3.850 0.955
C 1.350 -4.593 1.965
C 2.698 -4.393 2.267
C 3.420 -3.413 1.590
C 2.760 -2.590 0.614
H 5.164 0.701 -4.015
H 3.556 -0.681 -5.355
H 1.614 -1.781 -4.187
H 2.918 0.066 -0.507
H 4.868 1.117 -1.757
H -0.803 -1.363 -3.756
H -2.307 -2.834 -5.260
H -2.607 -5.095 -4.804
H -1.577 -6.132 -2.899
H 0.082 -4.920 -1.517
H -0.270 -4.003 0.761
H 0.788 -5.359 2.465
H 3.275 -4.995 2.976
H 4.473 -3.284 1.820
H 3.323 -1.829 0.059
C -1.266 4.275 -4.869
N -0.030 3.568 -4.595
C 1.187 3.804 -5.264
C 2.128 2.967 -4.796
N 1.483 2.154 -3.889
C 0.188 2.489 -3.820
S -0.993 1.613 -2.949
H -1.090 5.079 -5.578
H -1.643 4.665 -3.935
H -2.029 3.577 -5.226
H 1.331 4.610 -5.980
H 3.203 2.907 -5.037
H 1.781 1.372 -3.284
```

Results of the Löwdin charge analysis, in e, for atoms 1 through 6: 1.580, 0.537, -0.981, 0.572, 0.050, -0.004

=====

# 3
Below is 7 unconnected molecules or ions with the total composition C35H40ClN3O8, with properties calculated with the ωB97M-V functional and the def2-TZVPD basis.

HOMO, eV: -7.55
Kohn-Sham gap, eV: 7.3
Relative energy (zero: lowest compared OMol25 entry of this formula, charge and spin), kJ/mol: 23.0
Energy, eV: -70305.545
Total charge: 0
LUMO, eV: -0.2

XYZ file:
```
87
C35H40ClN3O8 (the ωB97M-V functional and the def2-TZVPD basis)
C 28.681 39.890 2.102
C 28.801 41.163 2.916
N 29.001 42.328 1.969
C 28.056 43.062 1.296
C 28.850 44.015 0.581
N 30.186 43.828 0.914
C 30.299 42.740 1.669
C 31.392 44.670 0.488
H 28.233 40.077 1.273
H 28.459 39.098 2.586
H 29.714 39.467 1.807
H 29.321 40.857 3.686
H 27.704 41.214 3.351
H 26.974 42.769 1.531
H 28.704 44.918 0.170
H 31.059 42.297 2.027
H 31.053 45.576 0.107
H 31.760 44.041 -0.336
H 31.962 44.732 1.419
Cl 32.914 40.598 3.659
N 35.566 37.846 3.075
C 36.826 37.550 2.712
C 37.702 36.928 3.572
C 37.279 36.706 4.794
C 35.918 37.182 5.300
C 35.144 37.731 4.306
H 37.140 37.598 1.638
H 38.709 36.546 3.185
H 37.992 36.250 5.466
H 35.608 37.137 6.371
H 34.024 38.201 4.404
C 36.210 41.292 7.755
C 36.972 42.531 8.339
C 36.356 43.808 8.034
C 35.333 43.841 7.079
C 34.736 42.576 6.514
C 35.149 41.332 6.866
O 34.544 40.354 6.361
O 36.881 44.981 8.546
H 36.761 40.401 7.876
H 38.021 42.396 8.929
H 34.963 44.795 6.631
H 34.028 42.746 5.754
H 34.121 40.399 5.474
H 36.322 45.736 8.441
C 28.611 36.493 5.887
C 29.714 36.675 4.883
C 30.562 37.818 4.878
C 30.221 38.827 5.760
C 29.198 38.686 6.630
C 28.306 37.600 6.743
O 27.221 37.699 7.628
O 31.595 37.770 3.963
H 28.122 35.632 5.858
H 30.049 35.843 4.302
H 30.883 39.660 5.749
H 28.848 39.467 7.136
H 26.514 36.996 7.430
H 32.021 38.544 3.733
C 30.629 46.685 6.303
C 31.709 45.948 5.500
C 31.485 44.624 5.272
C 30.394 43.950 5.971
C 29.432 44.660 6.615
C 29.486 46.078 6.801
O 28.396 46.911 7.262
O 32.164 43.904 4.399
H 30.678 47.733 6.421
H 32.603 46.701 5.121
H 30.516 42.921 5.720
H 28.547 44.013 7.028
H 28.559 47.793 7.457
H 32.147 42.997 4.174
C 34.993 45.239 1.171
C 35.775 46.538 1.463
C 36.211 46.631 2.710
C 36.101 45.598 3.755
C 35.448 44.484 3.369
C 34.867 44.192 2.098
O 34.306 43.027 1.698
O 37.095 47.707 3.020
H 34.564 45.136 0.076
H 35.848 47.248 0.737
H 36.668 45.549 4.680
H 35.524 43.750 4.015
H 34.020 42.370 2.321
H 37.450 47.392 3.953
```

Results of the Löwdin charge analysis, in e, for atoms 1 through 6: -0.043, -0.110, -0.028, 0.033, 0.017, -0.066

=====

# 4
Below is a molecular structure, C35H40N3OPbS3, with properties calculated with the ωB97M-V functional and the def2-TZVPD basis.

HOMO, eV: -3.79
Kohn-Sham gap, eV: 6.1
Relative energy (zero: lowest compared OMol25 entry of this formula, charge and spin), kJ/mol: 94.3
Energy, eV: -81215.605
Total charge: -1
LUMO, eV: 2.3

XYZ file:
```
83
C35H40N3OPbS3 (the ωB97M-V functional and the def2-TZVPD basis)
Pb 1.915 -0.036 -0.647
C 4.114 3.423 1.557
C 3.762 2.437 0.462
S 3.659 0.777 1.073
C 3.538 2.800 -0.808
C 3.599 4.232 -1.278
S 3.125 1.686 -2.123
H 4.704 2.926 2.328
H 3.211 3.811 2.042
H 4.694 4.271 1.194
H 3.850 4.936 -0.487
H 2.633 4.522 -1.697
H 4.334 4.336 -2.080
C 0.049 -0.702 6.569
C 0.914 0.455 6.158
C 1.303 1.429 7.071
C 2.093 2.502 6.690
C 2.528 2.601 5.375
C 2.173 1.633 4.450
C 1.351 0.574 4.834
N 0.961 -0.423 3.909
C 0.637 -0.223 2.573
N 0.115 1.011 2.327
C -0.361 1.589 1.124
C 0.254 1.400 -0.110
C -0.224 2.147 -1.186
C -1.295 3.020 -1.063
C -1.917 3.158 0.170
C -1.460 2.455 1.276
C -2.130 2.638 2.613
N 0.689 -1.138 1.672
C 1.307 -2.372 1.967
C 2.636 -2.451 2.390
C 3.243 -3.682 2.599
C 2.530 -4.850 2.381
C 1.217 -4.771 1.933
C 0.592 -3.551 1.712
C -0.801 -3.466 1.164
H -0.315 -0.572 7.588
H 0.595 -1.649 6.530
H -0.807 -0.806 5.899
H 0.966 1.346 8.099
H 2.374 3.253 7.418
H 3.167 3.420 5.068
H 2.544 1.669 3.432
H 1.210 -1.374 4.129
H -0.037 1.565 3.152
H 0.270 2.056 -2.146
H -1.641 3.591 -1.917
H -2.760 3.831 0.288
H -3.025 3.250 2.508
H -1.481 3.141 3.339
H -2.423 1.681 3.051
H 3.204 -1.537 2.518
H 4.279 -3.721 2.912
H 2.995 -5.815 2.534
H 0.662 -5.681 1.733
H -1.221 -4.460 1.002
H -0.791 -2.932 0.211
H -1.466 -2.906 1.824
C -4.711 -3.041 0.917
C -3.838 -2.395 -0.125
C -3.375 -1.093 0.035
C -2.537 -0.508 -0.902
C -2.166 -1.233 -2.026
C -2.602 -2.534 -2.201
C -3.436 -3.106 -1.252
S -1.129 -0.506 -3.304
C -2.402 0.668 -3.853
O -1.058 -1.510 -4.403
H -4.870 -2.374 1.764
H -4.252 -3.956 1.297
H -5.689 -3.309 0.510
H -3.658 -0.529 0.917
H -2.173 0.499 -0.747
H -2.272 -3.076 -3.078
H -3.768 -4.131 -1.381
H -3.290 0.118 -4.159
H -1.975 1.204 -4.701
H -2.632 1.367 -3.048
C 1.302 -1.824 -1.669
H 1.235 -2.558 -0.855
H 2.170 -2.109 -2.279
```

Results of the Löwdin charge analysis, in e, for atoms 1 through 6: 0.904, -0.156, -0.773, 0.526, -0.790, -0.147

=====

Max |F| values (in hartree/bohr) by entry order: 0.0948; 0.0645; 0.1805; 0.0055.